Entry 1:
The following is a DFT calculation (wB97M-V/def2-TZVPD) of a molecular structure, C7H17FN2O3SV in a non-equilibrium geometry.

## Properties
Largest force on an atom ... 2.09 eV Å⁻¹
Electronic energy ... -2052.604204 hartree
HOMO-LUMO gap ... 2.294 eV
HOMO ... -19.58 eV
Charge ... +3

Last column: Mulliken charge in e.
Cartesian coordinates (Å):
C 4.54 -0.74 0.81  -0.966
C 3.30 -0.52 -0.11  -0.017
O 2.43 0.41 0.47  -0.231
C 1.64 1.19 -0.38  -0.621
N 0.31 0.53 -0.43  0.376
C -0.82 1.34 0.03  -0.893
C -1.41 0.76 1.34  -0.684
C -2.19 -0.54 1.18  -0.787
C -3.25 -0.56 0.10  -0.345
N -3.85 -1.83 -0.05  -0.238
S 0.05 -0.22 -1.91  1.102
O -0.82 0.57 -2.69  -0.550
O 1.29 -0.64 -2.41  -0.486
F -0.72 -1.45 -1.40  -0.153
H 5.41 -0.53 0.18  0.329
H 4.57 -1.78 1.13  0.343
H 4.49 -0.09 1.68  0.318
H 2.76 -1.50 -0.19  0.298
H 3.61 -0.23 -1.11  0.389
H 1.56 2.17 0.10  0.367
H 2.10 1.34 -1.35  0.543
H -0.49 2.40 0.30  0.274
H -1.67 1.38 -0.73  0.632
H -0.54 0.56 1.96  0.295
H -1.98 1.52 1.90  0.534
H -2.71 -0.71 2.13  0.469
H -1.50 -1.38 1.09  0.483
H -2.86 -0.29 -0.92  0.239
H -4.04 0.19 0.28  0.405
H -4.18 -2.06 -0.99  0.331
H -3.28 -2.62 0.28  0.328
V -1.74 3.35 -0.29  0.918



Entry 2:
The following is a DFT calculation (wB97M-V/def2-TZVPD) of a molecular structure, C28H22N8O5STc in a non-equilibrium geometry.

## Properties
Largest force on an atom ... 1.62 eV Å⁻¹
Electronic energy ... -2372.991589 hartree
HOMO-LUMO gap (spin up / spin down) ... 6.777 / 5.712 eV
HOMO (spin up / spin down) ... -14.13 / -14.13 eV
Spin multiplicity ... 4
Charge ... +2

Last column: Mulliken charge in e.
Cartesian coordinates (Å):
Tc 0.24 0.10 0.02  -0.044
C -1.00 4.32 0.44  -0.595
C -0.27 3.14 0.57  -0.303
N -0.68 2.02 -0.02  0.645
C -1.81 2.06 -0.76  0.005
C -2.51 3.25 -0.87  -0.188
N -2.11 4.37 -0.27  -0.497
C -2.20 0.80 -1.42  0.173
C -3.31 0.61 -2.22  -0.809
C -3.53 -0.64 -2.81  0.911
C -2.61 -1.66 -2.56  -0.729
C -1.52 -1.42 -1.75  0.024
N -1.35 -0.21 -1.21  0.851
C -0.46 -2.38 -1.41  0.067
C -0.39 -3.68 -1.89  -0.197
N 0.60 -4.50 -1.59  -0.501
C 1.56 -4.04 -0.80  -0.613
C 1.53 -2.74 -0.30  -0.243
N 0.52 -1.93 -0.60  0.556
C -4.71 -0.87 -3.67  0.753
C -5.87 -0.10 -3.53  -0.580
C -6.95 -0.35 -4.35  -0.479
N -6.89 -1.30 -5.26  -0.523
C -5.83 -2.06 -5.43  -0.503
C -4.70 -1.87 -4.64  -0.545
H -0.66 5.23 0.92  0.409
H 0.65 3.10 1.14  0.475
H -3.42 3.32 -1.45  0.487
H -3.99 1.43 -2.41  0.499
H -2.77 -2.65 -2.98  0.534
H -1.16 -4.08 -2.55  0.489
H 2.38 -4.70 -0.56  0.411
H 2.33 -2.35 0.32  0.449
H -5.96 0.67 -2.77  0.375
H -7.88 0.22 -4.27  0.390
H -5.86 -2.81 -6.21  0.387
H -3.84 -2.49 -4.83  0.400
N 1.81 0.43 1.51  -0.167
C 1.42 0.45 2.95  -0.648
C 0.57 -0.74 3.35  -0.520
C -0.84 -0.66 2.80  0.481
O -1.83 -0.74 3.45  -0.509
O -0.90 -0.47 1.46  -0.608
H 2.55 -0.26 1.37  0.307
H 2.29 1.30 1.28  0.359
H 0.88 1.38 3.14  0.371
H 2.33 0.48 3.55  0.463
H 0.50 -0.80 4.43  0.387
H 1.03 -1.67 3.00  0.273
O 0.11 0.67 -3.36  -0.626
C 1.21 0.82 -2.89  0.408
N 1.50 0.69 -1.52  0.788
S 3.10 0.95 -1.19  0.873
O 3.65 -0.27 -0.66  -0.613
O 3.21 2.12 -0.35  -0.731
C 3.57 1.27 -2.84  0.628
C 4.82 1.59 -3.32  -0.765
C 4.92 1.81 -4.69  -0.587
C 3.80 1.71 -5.52  -0.575
C 2.55 1.39 -5.00  -0.522
C 2.45 1.17 -3.64  -0.316
H 5.68 1.66 -2.68  0.505
H 5.88 2.06 -5.12  0.438
H 3.91 1.89 -6.58  0.431
H 1.67 1.32 -5.64  0.534



Entry 3:
The following is a DFT calculation (wB97M-V/def2-TZVPD) of 2 unconnected molecules or ions with the total composition C3H9NOS in a non-equilibrium geometry.

## Properties
Largest force on an atom ... 3.90 eV Å⁻¹
Relative energy (zero: lowest compared OMol25 entry of this formula, charge and spin) ... 2.774 eV
Electronic energy ... -647.796154 hartree
HOMO-LUMO gap ... 9.330 eV
HOMO ... -8.53 eV
SMILES string ... C=CC.NSO

Last column: Mulliken charge in e.
Cartesian coordinates (Å):
C 2.19 1.30 -0.65  -0.834
C 2.00 -0.02 -0.44  0.138
C 1.72 -0.69 0.85  -0.829
H 2.35 1.80 -1.60  0.263
H 2.01 1.94 0.15  0.258
H 2.14 -0.63 -1.43  0.254
H 2.04 0.06 1.66  0.270
H 0.65 -0.81 0.97  0.186
H 2.27 -1.58 0.76  0.293
N -3.93 -0.40 0.57  -0.476
S -3.24 0.52 -0.54  0.110
O -1.51 0.04 -0.62  -0.502
H -3.58 -0.34 1.55  0.275
H -4.08 -1.41 0.23  0.284
H -1.04 0.23 -1.47  0.310



Entry 4:
The following is a DFT calculation (wB97M-V/def2-TZVPD) of 2 unconnected molecules or ions with the total composition C4H11N3O2 in a non-equilibrium geometry.

## Properties
Largest force on an atom ... 1.46 eV Å⁻¹
Relative energy (zero: lowest compared OMol25 entry of this formula, charge and spin) ... 0.834 eV
Electronic energy ... -473.772108 hartree
HOMO-LUMO gap ... 9.105 eV
HOMO ... -8.46 eV
SMILES string ... CN=C(N)N.CC(=O)O

Last column: Mulliken charge in e.
Cartesian coordinates (Å):
C -0.64 -1.49 2.79  -0.796
N -0.22 -1.40 1.40  -0.463
C 0.97 -1.08 1.11  0.632
N 1.25 -0.69 -0.20  -0.569
N 2.02 -0.83 1.97  -0.443
H -1.54 -0.91 2.91  0.242
H 0.07 -1.26 3.59  0.291
H -0.92 -2.53 3.01  0.236
H 1.77 0.18 -0.22  0.263
H 0.45 -0.68 -0.81  0.227
H 2.95 -1.06 1.66  0.242
H 1.81 -1.04 2.93  0.152
C -0.91 0.60 -2.97  -0.938
C -0.96 1.48 -1.75  0.658
O -1.96 1.83 -1.20  -0.536
O 0.29 1.80 -1.36  -0.440
H -1.51 0.99 -3.79  0.307
H -1.35 -0.38 -2.77  0.289
H 0.12 0.42 -3.25  0.328
H 0.22 2.39 -0.59  0.319



Entry 5:
The following is a DFT calculation (wB97M-V/def2-TZVPD) of 4 unconnected molecules or ions with the total composition C15H27F3N3O10P in a non-equilibrium geometry.

## Properties
Largest force on an atom ... 2.01 eV Å⁻¹
Relative energy (zero: lowest compared OMol25 entry of this formula, charge and spin) ... 0.000 eV
Electronic energy ... -2145.447967 hartree
HOMO-LUMO gap ... 8.243 eV
HOMO ... -8.09 eV
SMILES string ... CN(C)P(=O)(N(C)C)N(C)C.O=C1OC[C@@H](F)O1.O=C1OC[C@@H](F)O1.O=C1OC[C@@H](F)O1

Last column: Mulliken charge in e.
Cartesian coordinates (Å):
C -1.14 -0.72 -1.08  -0.770
N -1.50 -2.10 -0.78  0.470
C -2.89 -2.31 -0.32  -1.455
P -0.42 -3.37 -0.77  0.305
O 0.73 -3.13 -1.65  -0.906
N 0.03 -3.56 0.82  0.342
C 1.28 -4.26 1.17  -1.090
C -0.77 -3.16 1.99  -0.916
N -1.34 -4.76 -1.16  0.284
C -2.36 -4.71 -2.21  -0.927
C -0.85 -6.11 -0.81  -1.087
H -1.75 -0.06 -0.48  0.471
H -1.30 -0.52 -2.14  0.259
H -0.07 -0.61 -0.90  -0.116
H -3.14 -1.45 0.32  0.445
H -2.95 -3.20 0.30  0.463
H -3.60 -2.24 -1.14  0.361
H 1.45 -4.09 2.23  0.377
H 1.21 -5.35 1.11  0.322
H 2.09 -3.82 0.59  0.309
H -0.15 -2.89 2.84  0.377
H -1.35 -2.28 1.71  0.275
H -1.39 -4.02 2.26  0.271
H -1.83 -4.36 -3.11  0.330
H -2.78 -5.69 -2.43  0.418
H -3.11 -3.94 -2.04  0.178
H -0.88 -6.72 -1.71  0.441
H -1.57 -6.50 -0.09  0.268
H 0.17 -6.09 -0.44  0.307
O 2.91 2.39 3.34  -0.510
C 1.81 2.80 3.24  0.725
O 1.50 4.02 2.78  -0.362
C 0.08 4.17 2.79  -0.093
C -0.44 2.89 3.47  0.298
F -1.38 2.25 2.72  -0.247
O 0.69 2.07 3.46  -0.288
H -0.24 5.06 3.33  0.346
H -0.35 4.26 1.80  -0.009
H -0.90 3.05 4.44  0.172
O 3.93 2.65 -2.87  -0.529
C 3.51 2.13 -1.90  0.569
O 2.20 2.11 -1.53  -0.215
C 2.10 1.54 -0.25  0.206
C 3.41 0.85 -0.02  0.294
F 3.32 -0.42 -0.55  -0.300
O 4.27 1.59 -0.89  -0.352
H 1.91 2.39 0.42  0.054
H 1.30 0.80 -0.22  -0.105
H 3.87 0.77 0.96  0.314
O -0.78 2.92 -0.95  -0.461
C -0.57 4.03 -1.31  0.646
O 0.41 4.42 -2.12  -0.260
C 0.47 5.85 -2.11  -0.416
C -0.84 6.29 -1.44  0.336
F -1.72 6.64 -2.46  -0.307
O -1.30 5.09 -0.86  -0.343
H 1.31 6.17 -1.49  0.273
H 0.57 6.15 -3.15  0.283
H -0.89 7.09 -0.71  0.271